[1]
Below is C3H7N3O2 in the gas phase in a non-equilibrium geometry, with properties calculated with ωB97M-V/def2-TZVPD.

The geometry in ORCA input format:
```
! wB97M-V def2-TZVPD RIJCOSX def2/J DEFGRID3
* xyz 0 1
H 0.96 -2.15 -0.04
N 0.24 -1.44 0.05
C 0.69 -0.29 0.26
N 2.06 0.18 0.19
O 2.88 -0.69 -0.59
N -0.06 0.86 0.33
C -1.40 1.09 0.07
C -2.27 -0.13 -0.02
O -1.78 2.23 -0.03
H 2.50 0.23 1.10
H 2.97 -0.25 -1.45
H 0.61 1.67 0.26
H -3.30 0.18 -0.14
H -1.94 -0.75 -0.86
H -2.16 -0.74 0.87
*
```

Output
E_HOMO   -9.9 eV
Structure (SMILES)   [H]/N=C(\NO)NC(C)=O
Frontier orbital gap   10.473 eV
M   117.11 g mol⁻¹
LUMO   0.022 Ha
Relative energy (zero: lowest compared OMol25 entry of this formula, charge and spin)   67.4 kcal per mole



[2]
Below is a molecular structure, C19H35IrN10O3STe, with properties calculated with ωB97M-V/def2-TZVPD.

The geometry in ORCA input format:
```
! wB97M-V def2-TZVPD RIJCOSX def2/J DEFGRID3
* xyz 1 2
Ir -0.10 0.22 0.79
N 1.27 1.44 4.58
C 1.29 1.18 3.26
O 0.23 0.61 2.79
C 2.40 1.57 2.50
C 3.56 -0.65 0.67
N 4.21 -1.58 0.80
C 3.46 2.29 3.09
N 4.31 2.90 3.58
H 0.50 1.07 5.12
H 2.09 1.76 5.06
Te 2.46 1.14 0.51
N -1.43 4.38 -0.64
C -0.25 4.69 -1.46
C 0.87 3.72 -1.09
N 1.16 3.67 0.34
C -0.04 3.61 1.17
C -1.11 4.61 0.78
H -1.60 2.47 -1.16
H -2.20 4.97 -0.92
H 0.09 5.72 -1.29
H -0.50 4.59 -2.52
H 1.78 3.96 -1.63
H 0.57 2.71 -1.40
H 1.75 4.45 0.62
H 0.25 3.69 2.22
H -0.47 2.60 1.02
H -0.76 5.64 0.95
H -2.01 4.45 1.38
C -1.65 0.87 -4.57
N -0.88 0.41 -3.43
C 0.03 -0.71 -3.50
C 0.44 -0.86 -2.04
O 1.28 -1.60 -1.61
N -0.33 0.04 -1.28
C -1.05 0.75 -2.15
N -1.94 1.71 -1.77
H -1.07 0.69 -5.48
H -1.82 1.95 -4.51
H -2.61 0.36 -4.66
H 0.90 -0.50 -4.12
H -0.45 -1.62 -3.86
H -2.74 0.60 -0.37
H -2.47 2.11 -2.53
C -2.43 -0.46 2.60
C -1.98 -0.01 1.26
O -3.01 0.21 0.48
H -3.51 -0.40 2.71
H -1.91 0.12 3.36
H -2.09 -1.49 2.74
C 2.43 -4.31 1.74
N 1.26 -4.46 0.87
C 0.90 -5.85 0.61
C 0.42 -3.45 0.63
S 0.45 -2.07 1.65
N -0.47 -3.61 -0.37
C -0.11 -4.31 -1.60
C -1.74 -2.92 -0.40
H 3.17 -5.04 1.42
H 2.17 -4.49 2.78
H 2.86 -3.32 1.64
H 1.07 -6.42 1.52
H 1.50 -6.27 -0.19
H -0.15 -5.92 0.35
H 0.96 -4.47 -1.64
H -0.38 -3.68 -2.45
H -0.63 -5.26 -1.71
H -2.06 -2.70 0.61
H -2.48 -3.57 -0.87
H -1.68 -1.98 -0.96
*
```

Output
E_HOMO (spin up / spin down)   -9.9 / -10.3 eV
Frontier orbital gap (spin up / spin down)   7.435 / 7.203 eV
M   803.44 g mol⁻¹
LUMO (spin up / spin down)   -0.091 / -0.115 Ha
Relative energy (zero: lowest compared OMol25 entry of this formula, charge and spin)   1.2 kcal per mole



[3]
Below is 5 unconnected molecules or ions with the total composition C35H67BrFN2O7PS in a non-equilibrium geometry, with properties calculated with ωB97M-V/def2-TZVPD.

The geometry in ORCA input format:
```
! wB97M-V def2-TZVPD RIJCOSX def2/J DEFGRID3
* xyz 0 1
H 2.35 0.29 7.50
N 1.38 0.36 7.20
C 1.31 0.10 5.97
C -0.03 0.13 5.33
C -0.22 1.14 4.17
C 0.15 2.49 4.86
C -0.47 2.95 6.20
C -1.91 2.66 6.58
O -0.26 4.36 6.27
C -1.60 1.05 3.39
C -2.54 -0.20 3.40
C -2.88 -0.85 4.76
C -2.26 -1.30 2.34
C -3.20 -1.24 1.12
P -2.90 2.48 3.25
O -2.27 3.88 3.84
Br -4.69 2.11 4.66
N -1.21 1.14 1.95
C 0.04 1.69 1.84
O 0.40 2.51 1.07
C 0.85 0.98 3.01
C 2.14 1.87 2.96
C 3.29 1.56 3.92
C 4.60 2.15 3.31
S 5.62 0.89 2.50
C 1.29 -0.37 2.37
F 0.87 -0.44 1.03
C 1.02 -1.74 2.99
C 2.10 -2.27 3.95
H 2.23 -0.19 5.48
H -0.75 0.28 6.12
H -0.26 -0.89 5.01
H 1.20 2.52 5.11
H 0.08 3.25 4.09
H 0.15 2.58 7.01
H -2.30 1.69 6.28
H -1.97 2.67 7.67
H -2.59 3.43 6.26
H -0.96 4.80 5.76
H -3.50 0.17 3.05
H -2.78 -0.20 5.62
H -2.21 -1.69 4.92
H -3.88 -1.27 4.74
H -2.46 -2.25 2.84
H -1.26 -1.35 1.96
H -2.66 -0.80 0.30
H -4.10 -0.63 1.27
H -3.51 -2.23 0.80
H -3.00 4.52 3.88
H -1.95 1.54 1.37
H 2.55 1.76 1.97
H 1.90 2.93 3.03
H 3.20 1.99 4.91
H 3.46 0.49 4.00
H 5.15 2.66 4.08
H 4.34 2.91 2.58
H 5.52 -0.18 3.31
H 2.37 -0.34 2.25
H 1.10 -2.42 2.14
H 0.02 -1.92 3.36
H 2.29 -3.31 3.70
H 1.76 -2.30 4.97
H 3.05 -1.75 3.83
C -3.98 -0.55 -4.11
C -5.18 -1.37 -3.65
C -4.67 -1.97 -2.35
O -3.75 -1.03 -1.80
C -3.44 -0.03 -2.79
H -4.23 0.24 -4.80
H -3.25 -1.20 -4.59
H -6.03 -0.71 -3.45
H -5.50 -2.13 -4.37
H -4.14 -2.91 -2.52
H -5.47 -2.16 -1.63
H -3.93 0.90 -2.49
H -2.36 0.13 -2.81
C -0.82 2.73 -6.81
C -2.23 2.93 -7.33
C -2.81 1.53 -7.21
O -2.15 0.91 -6.10
C -1.03 1.70 -5.70
H -0.34 3.64 -6.45
H -0.19 2.31 -7.59
H -2.78 3.62 -6.67
H -2.28 3.33 -8.34
H -2.60 0.94 -8.11
H -3.89 1.53 -7.04
H -1.28 2.19 -4.75
H -0.17 1.06 -5.55
C 3.56 -4.67 -1.17
C 2.39 -5.55 -0.76
C 2.58 -5.65 0.74
O 3.20 -4.42 1.15
C 3.65 -3.70 0.00
H 3.43 -4.17 -2.13
H 4.48 -5.27 -1.23
H 1.45 -5.05 -0.99
H 2.38 -6.53 -1.25
H 3.25 -6.47 1.01
H 1.64 -5.78 1.28
H 2.99 -2.84 -0.15
H 4.66 -3.34 0.17
C 3.32 -0.48 -8.01
C 2.74 -0.55 -9.42
C 1.96 0.75 -9.50
O 2.64 1.70 -8.67
C 3.61 1.01 -7.87
H 4.20 -1.10 -7.86
H 2.56 -0.78 -7.28
H 3.55 -0.55 -10.15
H 2.12 -1.43 -9.59
H 0.94 0.63 -9.10
H 1.89 1.14 -10.51
H 4.61 1.25 -8.26
H 3.55 1.36 -6.84
*
```

Output
E_HOMO   -8.9 eV
Structure (SMILES)   [H]/N=C/C[C@]1(C[C@H](C)O)[C@@]([C@H](C)CC)(P(O)Br)NC(=O)[C@]1(CCCS)[C@H](F)CC.C1CCOC1.C1CCOC1.C1CCOC1.C1CCOC1
Frontier orbital gap   9.346 eV
M   789.87 g mol⁻¹
LUMO   0.016 Ha